Here is a molecular structure, C42H39AsFN3O8SV at a distorted geometry from OMol25. Energies are from ωB97M-V/def2-TZVPD.

XYZ file:
```
96
Properties=species:S:1:pos:R:3
V 0.73101 0.12967 -0.96066
C 5.35429 -0.01649 4.72736
C 4.70651 1.32949 4.42609
C 4.22148 2.07431 5.65742
C 3.12111 1.29462 6.36380
C 2.03711 0.89086 5.39654
C 0.76952 0.60464 5.84358
C -0.25067 0.26588 4.94881
F -1.45908 0.01641 5.43720
C -0.04852 0.20481 3.60241
C 1.23576 0.49133 3.11400
C 1.50266 0.44477 1.72003
O 0.51052 0.09497 0.89088
C 2.77744 0.78017 1.27669
C 3.76822 1.09985 2.20116
N 3.54315 1.10673 3.49542
C 2.28023 0.82362 4.00647
C 3.09965 0.80953 -0.17211
O 3.76755 1.60194 -0.73718
O 2.42602 -0.23851 -0.80056
H 6.16979 0.12583 5.43566
H 5.76904 -0.46403 3.82326
H 4.64057 -0.71730 5.16346
H 5.40436 1.95751 3.87435
H 3.85542 3.06269 5.37008
H 5.07432 2.22413 6.31742
H 2.67996 1.89917 7.15557
H 3.52740 0.40456 6.85007
H 0.54154 0.65698 6.90165
H -0.86412 -0.03341 2.93263
H 4.76848 1.35268 1.86980
C 0.65848 -1.62623 -4.54669
C 0.54000 -0.17598 -4.26206
N 0.55792 0.42000 -3.07853
C 0.39457 1.78347 -3.31986
C 0.27139 2.01472 -4.64465
N 0.36109 0.76527 -5.21265
C -0.29795 3.22949 -5.35443
O 0.52311 4.08534 -5.93682
O -1.48212 3.35226 -5.33793
C 0.50325 2.66328 -2.16784
O 0.58522 3.82795 -2.10028
O 0.57355 1.79836 -1.03164
H 0.99926 -2.14271 -3.65527
H 1.36867 -1.80691 -5.35393
H -0.30980 -2.02976 -4.85103
H 0.31672 0.57324 -6.20579
H 1.46278 3.88470 -5.81017
C -4.15779 -0.87093 2.95443
C -3.65011 0.40763 2.75737
C -2.94236 0.70460 1.60148
C -2.75638 -0.28744 0.64343
C -3.26115 -1.56907 0.83460
C -3.96679 -1.85640 1.99456
As -1.80527 0.14737 -0.97202
C -2.48404 1.86163 -1.49953
C -2.24587 3.09821 -0.91904
C -2.86921 4.21664 -1.45323
C -3.69904 4.08240 -2.55850
C -3.91838 2.83923 -3.13818
C -3.31353 1.71136 -2.60860
C -3.46785 0.32776 -3.11617
C -4.27170 -0.04565 -4.18477
C -4.35934 -1.37753 -4.56346
C -3.64053 -2.35510 -3.88750
C -2.82964 -1.99802 -2.82009
C -2.75881 -0.66560 -2.43547
H -4.71831 -1.09438 3.85273
H -3.81273 1.17654 3.50129
H -2.56782 1.70700 1.44385
H -3.14773 -2.32763 0.07080
H -4.38111 -2.84524 2.14245
H -1.58069 3.21027 -0.07138
H -2.69843 5.19030 -1.01400
H -4.17592 4.95753 -2.97950
H -4.55474 2.76090 -4.01028
H -4.83918 0.70217 -4.72359
H -5.00099 -1.65782 -5.38845
H -3.72203 -3.39215 -4.18565
H -2.28724 -2.76531 -2.28897
C 1.70981 -4.45413 -1.93450
C 0.22999 -4.36108 -1.57637
S -0.27240 -2.92292 -0.61742
O 0.57969 -1.76382 -1.23538
C 0.41801 -3.21971 1.01689
C 1.93490 -3.14511 1.14751
H 1.81134 -5.09240 -2.81154
H 2.29683 -4.89660 -1.13538
H 2.13470 -3.48145 -2.17822
H -0.11842 -5.20502 -0.97573
H -0.40445 -4.30627 -2.46280
H 0.01254 -4.19776 1.28958
H -0.08641 -2.47067 1.62896
H 2.41023 -4.09630 0.92696
H 2.17691 -2.89008 2.17944
H 2.36464 -2.38384 0.49772
```

Energy relative to the best compared isomer or geometry (same formula, charge and spin)   0.00 kcal/mol
Kohn-Sham gap   4.94 eV
HOMO level   -15.51 eV
Calculated total energy   -165094.6211 eV
Charge   +3

These are the Löwdin partial charges, in e, on atoms 1 to 4: number 1, V, carries 0.98; number 2, C, carries 0.00; number 3, C, carries -0.27; number 4, C, carries -0.11

***

Here is a molecular structure, C42H39AsN3O3PS4SbTi from OMol25. Energies are from ωB97M-V/def2-TZVPD.

XYZ file:
```
95
Properties=species:S:1:pos:R:3
Ti -0.16291 -0.02846 -1.14599
C 7.55437 2.82857 -3.15791
C 7.01650 1.57990 -3.45307
C 5.69911 1.29700 -3.13835
C 4.88619 2.24222 -2.50347
C 5.43642 3.48937 -2.21815
C 6.75699 3.78126 -2.54506
P 3.11852 1.79176 -2.24216
C 2.56195 3.19368 -1.19144
C 2.74822 3.23763 0.18865
C 2.30035 4.32609 0.92642
C 1.64731 5.37695 0.29633
C 1.43624 5.33271 -1.07596
C 1.88661 4.24475 -1.81120
C 3.23568 0.42063 -1.04512
C 4.43664 0.11807 -0.38606
C 4.52636 -0.99316 0.42976
C 3.40643 -1.80735 0.57769
C 2.21689 -1.46867 -0.03847
C 2.07557 -0.34150 -0.87087
H 8.58601 3.05158 -3.40255
H 7.62633 0.82512 -3.93539
H 5.28696 0.32230 -3.37793
H 4.83184 4.24421 -1.73040
H 7.16089 4.75931 -2.30991
H 3.22588 2.40491 0.69163
H 2.45034 4.34236 1.99959
H 1.28708 6.21915 0.87538
H 0.90092 6.13337 -1.57179
H 1.68752 4.18753 -2.87542
H 5.30583 0.75473 -0.51709
H 5.45090 -1.22183 0.94763
H 3.45622 -2.69609 1.19822
H 1.36797 -2.12987 0.12800
S -3.88226 -2.84393 -2.97752
Sb -2.78396 -0.87456 -3.56721
S -1.94684 1.91309 -3.47266
S 0.03718 1.35090 -3.12412
S -1.52932 -1.23818 -5.42514
N -0.94424 2.09993 -0.53091
C -1.25355 2.49507 0.83965
C -0.09887 2.23232 1.78820
C 0.47784 0.82335 1.70074
O 1.39730 0.49118 2.42456
O -0.13269 0.03826 0.85575
H -0.29657 2.74293 -0.97892
H -1.77283 2.11036 -1.13348
H -2.12827 1.92897 1.16128
H -1.52126 3.55771 0.88447
H -0.42978 2.37372 2.82004
H 0.72377 2.93488 1.62388
N 1.22298 -1.54245 -3.72833
C 1.54022 -2.64429 -4.42148
C 1.11382 -3.72464 -3.68165
C 0.49905 -3.15348 -2.55538
N 0.57451 -1.83452 -2.60344
H 1.18074 -0.57660 -4.04279
H 2.00316 -2.57324 -5.39026
H 1.18317 -4.76614 -3.94177
H 0.01126 -3.63008 -1.72151
O -1.66852 -0.68781 -1.73008
As -3.16174 -0.83733 1.27352
C -3.17219 -0.20616 3.13342
C -4.35676 0.26986 3.69824
C -4.35882 0.89667 4.93640
C -3.17240 1.06126 5.63920
C -1.98539 0.60722 5.08355
C -1.98395 -0.00750 3.83753
C -4.90858 -1.73489 1.26766
C -5.65317 -1.66664 0.09796
C -6.84332 -2.37970 -0.02237
C -7.29976 -3.15015 1.03220
C -6.56041 -3.22125 2.21085
C -5.36852 -2.52612 2.32125
C -2.16590 -2.52716 1.41633
C -1.47026 -2.99430 2.52364
C -0.82788 -4.22702 2.48012
C -0.89378 -5.01053 1.33773
C -1.60520 -4.55386 0.23560
C -2.22783 -3.31423 0.26660
H -5.29317 0.14354 3.16708
H -5.29214 1.26080 5.35033
H -3.17256 1.55022 6.60614
H -1.04790 0.73546 5.61163
H -1.03779 -0.31047 3.40694
H -5.28978 -1.09609 -0.74800
H -7.38695 -2.34639 -0.95790
H -8.21987 -3.71483 0.93528
H -6.90832 -3.83360 3.03512
H -4.78360 -2.59988 3.23188
H -1.42336 -2.41686 3.43652
H -0.27519 -4.57103 3.34689
H -0.39113 -5.97029 1.30496
H -1.68580 -5.15348 -0.66392
H -2.76074 -2.97624 -0.61979
```

Energy relative to the best compared isomer or geometry (same formula, charge and spin)   39.70 kcal/mol
Multiplicity   2
Kohn-Sham gap (spin up / spin down)   4.97 / 5.64 eV
HOMO level (spin up / spin down)   -0.94 / -1.61 eV
Calculated total energy   -197926.1648 eV
Charge   -2

These are the Löwdin partial charges, in e, on atoms 1 to 4: number 1, Ti, carries 0.69; number 2, C, carries -0.12; number 3, C, carries -0.10; number 4, C, carries -0.12

***

Here is a molecular structure, C42H39BaGeN6O8 at a distorted geometry from OMol25. Energies are from ωB97M-V/def2-TZVPD.

XYZ file:
```
97
Properties=species:S:1:pos:R:3
Ba -0.49081 0.23580 -0.61144
C 2.54678 -0.11947 -0.49615
C 2.82226 0.91190 0.59272
C 2.20871 2.30622 0.41593
N 0.78590 2.31396 0.13240
C 0.12663 3.45135 0.24259
C 0.73606 4.64361 0.72644
C 0.28333 5.93737 0.92717
C -0.90983 6.53993 0.57154
C -1.95942 5.89654 -0.07608
C -2.11913 4.56346 -0.37069
C -1.33123 3.39702 -0.10009
N -1.83238 2.19524 -0.18692
C -3.25952 1.99270 -0.34076
C -3.71734 1.85470 -1.80144
C -3.31976 0.51306 -2.43232
N -1.89115 0.42305 -2.64827
C -1.33655 0.71271 -3.79874
C -2.06309 1.02964 -4.98164
C -1.67457 1.47674 -6.23005
C -0.42982 1.88037 -6.69206
C 0.75180 1.82773 -5.96074
C 0.99645 1.25640 -4.73220
C 0.15362 0.56118 -3.80768
N 0.62429 -0.21703 -2.86762
C 2.02510 -0.59598 -2.88569
C 2.85333 0.28685 -1.93755
H 1.49234 -0.37598 -0.44356
H 3.08164 -1.03825 -0.26220
H 3.90217 1.05704 0.70124
H 2.44160 0.49689 1.53410
H 2.74717 2.84612 -0.37738
H 2.43381 2.82942 1.35492
H 1.75441 4.51566 1.06154
H 1.00711 6.59506 1.40092
H -1.02140 7.59626 0.78633
H -2.78361 6.53525 -0.38090
H -3.04378 4.34266 -0.88767
H -3.83326 2.78839 0.14834
H -3.49950 1.05357 0.17490
H -3.28644 2.65986 -2.40347
H -4.80753 1.94951 -1.83629
H -3.90769 0.36896 -3.34312
H -3.59936 -0.28994 -1.74072
H -3.13040 0.87206 -4.90367
H -2.48791 1.58043 -6.94288
H -0.37834 2.28383 -7.69667
H 1.61937 2.27198 -6.44041
H 2.02622 1.33522 -4.40540
H 2.44327 -0.58678 -3.89946
H 2.08666 -1.62695 -2.52068
H 2.58099 1.33182 -2.11240
H 3.92146 0.17660 -2.14716
O -2.10090 -2.22081 2.04808
C -2.60370 -2.49850 0.75404
O -3.60412 -1.98524 0.36783
C -1.76871 -3.50846 0.08689
C -2.37859 -4.55822 -0.54916
C -1.61252 -5.56472 -1.12991
C -0.22997 -5.48073 -1.11309
C 0.40315 -4.40407 -0.53555
C -0.32016 -3.34315 0.13765
O 0.20481 -2.35618 0.71309
N 1.84197 -4.37896 -0.66057
O 2.41961 -5.44946 -0.81979
O 2.41501 -3.31022 -0.65047
N -2.25755 -6.68267 -1.76509
O -3.47962 -6.71718 -1.76962
O -1.55655 -7.54919 -2.26499
H -3.45714 -4.62784 -0.58328
H 0.36318 -6.24968 -1.58384
Ge -0.12252 -1.37603 3.77678
C 1.30976 -2.69792 3.63140
C 0.94840 -4.03468 3.78707
C 1.88962 -5.04118 3.64047
C 3.20900 -4.71990 3.35134
C 3.57747 -3.39253 3.19734
C 2.63103 -2.38757 3.33032
C 0.32039 0.42669 4.41114
C 1.61842 0.85729 4.67039
C 1.86230 2.15289 5.10393
C 0.80817 3.03440 5.28773
C -0.49161 2.61452 5.03949
C -0.73103 1.32164 4.60378
H -1.12968 -1.98531 4.76565
H -0.08105 -4.28482 4.02299
H 1.59576 -6.07812 3.74827
H 3.93811 -5.50696 3.21234
H 4.59991 -3.13530 2.95195
H 2.92756 -1.35596 3.18229
H 2.44967 0.17474 4.53848
H 2.87938 2.47375 5.29230
H 0.99588 4.04865 5.61603
H -1.31609 3.30202 5.18015
H -1.74836 1.00242 4.40162
O -1.30776 -0.20789 1.37794
C -1.24955 -1.16330 2.12772
```

Energy relative to the best compared isomer or geometry (same formula, charge and spin)   69.18 kcal/mol
Kohn-Sham gap   5.80 eV
HOMO level   -4.08 eV
Calculated total energy   -126712.1926 eV
Charge   -1

These are the Löwdin partial charges, in e, on atoms 1 to 4: number 1, Ba, carries 2.15; number 2, C, carries -0.27; number 3, C, carries -0.18; number 4, C, carries -0.27